No. 1
Molecular formula: C17H26OP2Sr
Method: DFT, the ωB97M-V functional and the def2-TZVPD basis

Positions of all 47 atoms, in Å:
Sr -0.14451 1.25014 0.35308
H 1.08381 3.42066 0.17544
H 1.11771 3.29035 -0.58722
P -0.30512 -0.39858 -2.35024
C 1.02027 -1.24454 -3.18334
H 0.68175 -1.32363 -4.22171
H 1.94184 -0.65543 -3.12237
H 1.17193 -2.24032 -2.75748
C -1.80983 -1.23302 -2.83049
H -2.68805 -0.67769 -2.47333
H -1.82731 -1.27681 -3.93228
H -1.81565 -2.25582 -2.42251
C -0.35763 1.21625 -3.16699
H 0.61020 1.75039 -3.13486
H -0.56587 0.97878 -4.23128
H -1.17362 1.86517 -2.80375
C 1.93914 -0.56399 0.16636
O 3.01256 -0.95863 -0.04190
H -2.32132 0.73611 -0.45531
H -0.13609 -0.77709 -0.92399
C 1.30258 -1.47880 3.21212
P 0.90524 0.28776 2.93256
C -0.74315 0.36335 3.76953
C -1.86609 -0.14233 3.07219
C -3.10509 -0.21604 3.70743
C -3.24137 0.19615 5.03665
C -2.13531 0.70310 5.72048
C -0.89658 0.79946 5.08993
C 2.16565 1.11493 3.95322
C 2.50180 0.67014 5.24680
C 3.63732 1.16965 5.89708
C 4.47137 2.10414 5.26541
C 4.13112 2.56130 3.98002
C 2.99417 2.08273 3.32939
H 0.55065 -2.11189 2.72317
H 1.31413 -1.72147 4.28519
H 2.28037 -1.71010 2.76922
H -1.80156 -0.50709 2.03464
H -3.98292 -0.58137 3.16956
H -4.20899 0.13000 5.53383
H -2.24230 1.03990 6.74981
H -0.04973 1.22132 5.62756
H 1.91868 -0.11551 5.74154
H 3.90057 0.78090 6.88306
H 5.39245 2.43219 5.74962
H 4.79866 3.26143 3.46925
H 2.79716 2.42035 2.30118

Output
Strongest force on any atom (Eh/bohr): 0.0522
E_tot (a.u.): -1451.78161
Orbital gap (spin up / spin down) (eV): 3.955 / 3.956

***

No. 2
Molecular formula: H17O9
Method: DFT, the ωB97M-V functional and the def2-TZVPD basis

Positions of all 26 atoms, in Å:
O -1.73895 -1.20238 -1.77641
H 0.56700 1.19224 2.53864
H -0.60556 -0.85420 -0.30581
O -3.05433 1.86270 0.38489
H -2.11876 1.71503 0.73415
O 2.51264 2.97044 1.16181
H 2.32924 2.20267 0.70277
H 2.42698 2.66407 2.05361
O 2.97913 -0.54225 -0.16758
H -1.96750 -1.94120 -2.23684
H 2.18198 -0.76210 0.34905
O -0.61393 0.09177 0.08986
H -0.90569 0.53642 -0.81021
H 2.79541 -0.39091 -1.13043
O -0.37582 -2.70356 0.65837
H -0.97174 -2.62578 1.34903
H -0.85301 -2.74937 -0.17966
O 0.52992 2.23603 2.72132
H 0.55988 2.60587 1.88359
H -3.32547 0.96660 0.11052
O 1.80087 -3.19497 0.09326
H 2.70212 -2.83708 -0.00876
H 1.54990 -3.64862 -0.74235
O -1.97440 0.87244 -3.07045
H -2.77544 1.11398 -2.55535
H -2.11038 -0.30929 -2.51246

Output
Charge: -1
Strongest force on any atom (Eh/bohr): 0.1078
E_tot (a.u.): -687.32329
ΔE to the lowest compared entry with this formula, charge and spin (kJ/mol): 338.3
Orbital gap (eV): 7.868